138
Properties=species:S:1:pos:R:3:mulliken_charge:R:1 method="wB97M-V/def2-TZVPD" e_lumo_ev=0.26 energy_ev=-149069.5889 orbital_gap_ev=8.358 total_charge=0 smiles="CCB(O)N(Cc1ccccc1C)[C@@H](CN)[C@](O)(CCOC(=O)CC)O[C@@](CCF)(CCOC=O)[C@@H](Cl)CC.FC(F)C(F)(F)COC(F)(F)C(F)F.FC(F)C(F)(F)COC(F)(F)C(F)F.FC(F)C(F)(F)COC(F)(F)C(F)F"
C -3.167 -1.945 -0.248 -0.91
C -3.523 -2.091 -1.746 -0.11
B -2.337 -2.606 -2.666 -0.25
O -2.330 -3.965 -2.967 -0.70
N -1.238 -1.795 -3.251 1.49
C -0.181 -1.412 -2.316 0.79
C 0.364 -2.644 -1.617 0.23
C 0.728 -3.745 -2.343 -0.27
C 1.183 -4.888 -1.782 -0.65
C 1.294 -4.964 -0.423 -0.78
C 0.977 -3.867 0.309 -0.77
C 0.519 -2.708 -0.250 1.47
C 0.232 -1.578 0.699 -1.89
C -1.845 -0.671 -3.982 -1.46
C -2.142 0.603 -3.164 -0.62
N -3.485 1.147 -3.528 -0.63
C -1.039 -0.323 -5.281 1.05
O -1.912 0.518 -6.008 -0.70
C -0.925 -1.678 -6.063 -1.49
C -1.394 -1.605 -7.511 -0.70
O -2.810 -1.817 -7.565 -0.35
C -3.465 -1.010 -8.467 0.58
O -4.369 -0.284 -8.109 -0.57
C -3.021 -1.105 -9.924 -0.05
C -3.788 -0.114 -10.779 -1.26
O 0.179 0.192 -4.822 -0.59
C 1.035 1.028 -5.613 1.20
C 2.454 0.516 -5.193 -1.48
C 3.608 1.487 -5.139 -0.07
F 4.588 0.917 -4.319 -0.42
C 0.923 0.858 -7.129 -1.32
C 2.093 1.318 -7.984 -1.61
O 2.997 0.226 -8.240 -0.30
C 4.004 0.617 -9.097 0.09
O 3.845 0.659 -10.301 -0.49
C 0.737 2.472 -5.130 0.31
Cl 1.128 2.660 -3.388 -0.12
C 1.238 3.633 -5.975 -0.24
C 0.457 4.908 -5.584 -1.54
H -2.416 -2.664 0.069 0.16
H -4.054 -2.142 0.351 0.40
H -2.866 -0.928 -0.013 0.24
H -3.995 -1.176 -2.100 0.17
H -4.306 -2.847 -1.808 0.36
H -1.956 -4.493 -2.252 0.30
H -0.478 -0.720 -1.529 0.03
H 0.672 -0.971 -2.830 -1.17
H 0.632 -3.710 -3.420 0.27
H 1.426 -5.733 -2.408 0.43
H 1.629 -5.881 0.034 0.42
H 1.067 -3.913 1.385 0.45
H 1.151 -0.995 0.804 0.43
H -0.526 -0.882 0.363 0.14
H -0.041 -1.913 1.696 0.50
H -2.809 -1.003 -4.367 1.05
H -1.419 1.398 -3.321 0.09
H -2.188 0.378 -2.101 0.33
H -4.138 1.012 -2.768 0.25
H -3.407 2.138 -3.707 0.25
H -1.544 1.383 -6.205 0.51
H -1.554 -2.434 -5.611 0.50
H 0.115 -1.994 -6.052 0.24
H -1.065 -0.706 -8.021 0.39
H -0.907 -2.440 -8.026 0.50
H -1.953 -0.901 -9.980 0.25
H -3.214 -2.126 -10.253 0.29
H -3.529 -0.205 -11.830 0.39
H -3.623 0.912 -10.465 0.29
H -4.854 -0.296 -10.676 0.31
H 2.371 0.059 -4.212 0.29
H 2.687 -0.304 -5.868 0.55
H 4.109 1.638 -6.094 0.15
H 3.399 2.463 -4.717 0.20
H 0.022 1.284 -7.569 0.82
H 0.848 -0.211 -7.317 0.40
H 2.650 2.174 -7.604 0.61
H 1.694 1.619 -8.954 0.64
H 4.963 0.870 -8.620 0.41
H -0.349 2.557 -5.136 0.59
H 0.997 3.474 -7.022 0.36
H 2.291 3.876 -5.855 0.22
H -0.581 4.752 -5.884 0.32
H 0.463 5.066 -4.512 0.35
H 0.814 5.777 -6.126 0.45
F -1.350 0.206 4.739 -0.20
C -1.855 1.211 3.999 0.47
F -2.395 0.645 2.887 -0.27
C -0.783 2.218 3.564 0.91
F 0.120 1.637 2.745 -0.25
F -1.444 3.151 2.821 -0.34
C -0.022 2.982 4.665 -0.69
O 1.273 2.492 5.024 -0.43
C 1.410 1.486 5.958 0.78
F 0.253 1.237 6.590 -0.26
F 2.279 1.923 6.898 -0.32
C 2.006 0.218 5.338 0.14
F 1.248 -0.220 4.319 -0.19
F 2.063 -0.759 6.279 -0.23
H -2.668 1.688 4.559 -0.06
H 0.182 3.965 4.242 0.40
H -0.641 3.164 5.538 0.28
H 3.013 0.405 4.958 0.30
F -4.770 2.387 8.102 -0.23
C -4.255 3.102 7.094 0.02
F -3.947 2.216 6.103 -0.27
C -2.998 3.873 7.502 1.22
F -2.005 3.020 7.822 -0.24
F -2.598 4.536 6.373 -0.34
C -3.126 4.947 8.602 -1.02
O -2.727 4.620 9.929 -0.40
C -3.583 4.024 10.839 0.78
F -4.849 4.003 10.385 -0.29
F -3.582 4.803 11.940 -0.30
C -3.094 2.636 11.267 0.19
F -2.975 1.813 10.209 -0.21
F -3.989 2.093 12.120 -0.26
H -5.020 3.783 6.713 0.26
H -2.413 5.719 8.312 0.44
H -4.102 5.432 8.584 0.34
H -2.124 2.714 11.761 0.25
F 6.402 -2.374 9.475 -0.22
C 5.206 -2.003 9.964 0.10
F 5.282 -2.092 11.313 -0.27
C 4.066 -2.899 9.469 0.92
F 4.227 -4.158 9.929 -0.28
F 2.934 -2.410 10.052 -0.32
C 3.778 -2.941 7.953 -0.71
O 4.285 -4.038 7.193 -0.39
C 5.555 -4.045 6.654 0.81
F 6.144 -2.839 6.749 -0.29
F 5.416 -4.302 5.334 -0.30
C 6.425 -5.164 7.237 0.19
F 6.547 -5.047 8.571 -0.22
F 7.663 -5.095 6.698 -0.26
H 5.021 -0.958 9.699 0.28
H 2.699 -3.065 7.879 0.39
H 3.989 -1.987 7.473 0.35
H 5.987 -6.138 7.011 0.23

113
Properties=species:S:1:pos:R:3:mulliken_charge:R:1 method="wB97M-V/def2-TZVPD" e_lumo_ev=2.95 energy_ev=-90758.2378 orbital_gap_ev=3.663 total_charge=-2
Cs 1.467 0.789 -0.561 1.13
C 0.186 3.215 4.121 -1.76
C -1.152 2.500 3.885 2.02
C -2.077 3.541 3.231 -2.15
C -1.773 2.101 5.224 -1.99
P -0.868 1.148 2.573 0.73
C -2.643 0.634 2.335 -1.23
N -2.779 -0.488 1.438 0.21
B -2.062 -0.654 0.142 0.08
N -2.684 -1.936 -0.294 0.52
C -2.368 -2.618 -1.532 -1.00
P -0.559 -3.036 -1.713 0.84
C -0.480 -4.778 -0.984 2.09
C -1.258 -5.894 -1.678 -1.86
C 1.002 -5.165 -0.910 -1.94
C -1.005 -4.665 0.453 -2.06
C -0.488 -3.177 -3.590 2.48
C -1.727 -3.723 -4.305 -1.91
C 0.748 -3.992 -3.987 -2.29
C -0.241 -1.737 -4.061 -1.69
C -3.656 -2.382 0.570 0.98
C -4.515 -3.469 0.525 -0.70
C -5.431 -3.658 1.568 -0.88
C -5.491 -2.770 2.628 -0.80
C -4.636 -1.661 2.679 -0.68
C -3.720 -1.470 1.658 -0.04
C -0.154 -0.365 3.470 2.70
C 1.020 0.048 4.366 -2.37
C 0.446 -1.266 2.382 -1.44
C -1.165 -1.182 4.275 -1.73
H 0.028 4.068 4.793 0.60
H 0.579 3.597 3.177 0.11
H 0.944 2.572 4.566 0.32
H -2.024 4.477 3.800 0.53
H -3.118 3.219 3.221 0.41
H -1.773 3.755 2.202 0.37
H -1.950 2.999 5.829 0.53
H -1.133 1.437 5.804 0.28
H -2.736 1.604 5.089 0.23
H -3.191 1.498 1.952 0.23
H -3.077 0.388 3.309 -0.04
H -2.596 -1.953 -2.367 0.35
H -3.000 -3.502 -1.662 -0.06
H -0.860 -6.121 -2.668 0.30
H -2.318 -5.644 -1.779 0.26
H -1.193 -6.810 -1.076 0.50
H 1.431 -5.355 -1.896 0.34
H 1.115 -6.075 -0.308 0.50
H 1.587 -4.370 -0.443 0.36
H -2.083 -4.506 0.488 0.26
H -0.531 -3.846 0.995 0.28
H -0.786 -5.598 0.985 0.65
H -2.004 -4.726 -3.986 0.26
H -1.524 -3.760 -5.382 0.56
H -2.591 -3.071 -4.163 0.32
H 0.612 -5.062 -3.803 0.43
H 1.636 -3.638 -3.459 0.33
H 0.935 -3.860 -5.058 0.55
H -1.047 -1.056 -3.773 0.15
H -0.161 -1.721 -5.155 0.71
H 0.688 -1.357 -3.638 -0.06
H -4.487 -4.168 -0.302 0.39
H -6.104 -4.507 1.535 0.36
H -6.212 -2.925 3.423 0.37
H -4.702 -0.964 3.505 0.32
H 1.744 0.650 3.810 0.35
H 1.533 -0.860 4.704 0.54
H 0.711 0.597 5.255 0.38
H 1.289 -0.771 1.895 0.08
H -0.274 -1.516 1.601 -0.22
H 0.821 -2.189 2.840 0.53
H -1.650 -0.595 5.057 0.15
H -0.646 -2.018 4.761 0.55
H -1.939 -1.605 3.633 0.25
C -1.003 1.877 -3.105 -0.70
C 0.169 1.733 -4.036 0.64
C 0.177 2.454 -5.260 -0.85
C 1.218 2.285 -6.114 -0.89
C 2.267 1.389 -5.791 1.08
C 3.339 1.160 -6.682 -0.85
C 4.306 0.261 -6.324 -0.52
C 4.246 -0.418 -5.100 -0.54
C 3.230 -0.233 -4.165 0.72
S 3.239 -1.117 -2.673 -0.38
C 2.198 0.718 -4.544 -0.89
N 1.150 0.936 -3.695 0.45
H -1.937 1.867 -3.672 0.40
H -0.966 2.830 -2.575 0.04
H -1.059 1.070 -2.371 -0.15
H -0.642 3.126 -5.483 0.45
H 1.263 2.820 -7.057 0.34
H 3.370 1.692 -7.627 0.31
H 5.138 0.061 -6.992 0.34
H 5.025 -1.128 -4.851 0.36
N 0.375 4.867 -1.311 0.09
C -0.130 5.557 -2.097 -0.32
H 0.828 4.268 -0.578 0.46
O 2.621 1.806 1.683 -0.87
C 2.346 2.956 1.320 0.27
O 1.455 3.308 0.504 -0.84
C 3.170 4.087 1.952 0.10
C 4.228 3.770 2.797 -0.24
C 4.973 4.768 3.400 -0.58
C 4.631 6.085 3.142 0.09
C 3.584 6.436 2.307 -0.55
C 2.855 5.419 1.711 -0.27
N 5.410 7.156 3.786 1.01
O 5.100 8.304 3.560 -0.64
O 6.328 6.840 4.509 -0.64
H 4.439 2.723 2.968 0.45
H 5.799 4.545 4.059 0.47
H 3.353 7.476 2.137 0.47
H 2.028 5.646 1.052 0.34